Entry 1:
{
  "formula": "C12H18OSi",
  "method": "wB97M-V/def2-TZVPD",
  "total_energy_ev": -22659.0844,
  "largest_force_ev_per_a": 5.8,
  "smiles": "C=C([C@H](O)c1ccccc1)[Si](C)(C)C",
  "lumo_ev": 0.79,
  "species": ["C", "C", "C", "C", "C", "C", "C", "C", "C", "C", "C", "C", "O", "Si", "H", "H", "H", "H", "H", "H", "H", "H", "H", "H", "H", "H", "H", "H", "H", "H", "H", "H"],
  "xyz": [[-3.451734, -1.192084, 0.603554], [-3.148658, -1.053274, -0.758350], [-2.774056, -0.427504, 1.542624], [-2.221609, -0.080994, -1.175223], [-1.889547, 0.545814, 1.119424], [-1.543684, 0.650118, -0.247943], [1.268740, 1.957825, 1.293152], [0.978619, 1.236249, 0.200092], [2.112273, -0.332747, -2.162670], [0.597270, -1.751649, 0.189846], [3.427646, -0.578170, 0.770550], [-0.459803, 1.605705, -0.685817], [-0.831386, 2.893207, -0.258324], [1.830470, -0.442882, -0.219265], [-3.955674, -2.128403, 0.897079], [-3.644730, -1.702087, -1.546441], [-3.297267, -0.400979, 2.444284], [-2.087226, 0.063647, -2.194204], [-1.263383, 0.914021, 1.900594], [2.146591, 1.971063, 1.868233], [0.727921, 2.859838, 1.501659], [2.691129, -1.268739, -2.442520], [1.109173, -0.271971, -2.726251], [2.766329, 0.369767, -2.678763], [-0.367751, -1.515929, -0.426081], [0.826806, -2.715535, -0.113397], [0.493313, -1.471711, 1.226993], [3.172197, -1.099038, 1.741404], [4.057429, -1.346223, 0.278559], [3.911665, 0.313964, 1.061799], [-0.187489, 1.540808, -1.685942], [-0.993575, 2.857885, 0.681336]],
  "forces_ev_per_angstrom": [[0.90, -1.84, -1.62], [-0.54, -0.35, -0.54], [-1.40, 0.89, -2.02], [-1.64, -1.21, 1.32], [0.68, -1.40, -0.56], [0.49, 0.56, 0.80], [-0.90, 0.55, -1.96], [-1.54, -0.92, -0.37], [-0.25, -1.42, -0.31], [-1.82, 2.57, -1.74], [-1.21, -2.68, 0.65], [1.96, -0.22, 5.46], [-0.05, 0.69, -1.58], [0.46, 2.30, -1.85], [-0.40, 0.96, 0.06], [0.63, 0.84, 1.20], [0.38, -0.18, 2.18], [0.54, 0.23, -1.75], [0.29, 1.11, 0.22], [1.20, -0.97, 0.69], [-0.56, 0.47, 0.09], [-1.19, 0.42, 0.15], [1.43, -0.48, 0.85], [-0.08, 0.76, 0.71], [1.63, -0.24, 1.48], [0.77, -2.04, 0.25], [-0.64, -0.91, 0.60], [0.04, 0.55, -0.77], [0.16, 0.79, 0.11], [0.75, 0.97, -0.21], [0.08, 0.33, -1.87], [-0.17, -0.10, 0.32]]
}

Entry 2:
{
  "formula": "C12H18Si",
  "method": "wB97M-V/def2-TZVPD",
  "total_energy_ev": -20609.9913,
  "largest_force_ev_per_a": 5.7,
  "smiles": "C=CCc1ccccc1C[SiH](C)C",
  "lumo_ev": 0.90,
  "species": ["C", "C", "C", "C", "C", "C", "C", "C", "C", "C", "C", "C", "Si", "H", "H", "H", "H", "H", "H", "H", "H", "H", "H", "H", "H", "H", "H", "H", "H", "H", "H"],
  "xyz": [[2.199455, 3.039467, 0.207647], [0.807757, 3.160301, 0.167126], [2.652540, 1.744695, 0.425300], [0.068002, 1.946091, 0.074135], [1.904636, 0.557775, 0.135926], [0.565455, 0.661835, -0.171520], [2.875662, -0.604998, 0.208395], [-0.411692, -0.528325, -0.632697], [2.308586, -1.944318, -0.023858], [2.359751, -3.076331, 0.710487], [-3.358890, 0.719497, -1.530393], [-2.058837, 0.743282, 1.602599], [-2.474742, -0.263956, -0.057119], [2.803258, 3.876315, 0.264531], [0.410949, 4.134722, 0.436413], [3.704142, 1.548563, 0.875455], [-1.029333, 2.038267, -0.041945], [3.641371, -0.552942, -0.554604], [3.316921, -0.477058, 1.166924], [-0.094384, -1.513688, -0.199391], [1.747471, -2.142493, -0.867574], [2.074087, -4.018943, 0.415106], [-0.600006, -0.518568, -1.766767], [3.016346, -3.245326, 1.526197], [-2.855834, 0.517463, -2.427608], [-4.342611, 0.530182, -1.688029], [-3.385058, 1.825132, -1.247717], [-2.108399, 1.849281, 1.772553], [-2.902990, 0.435356, 2.395535], [-1.183091, 0.274217, 1.887653], [-3.043876, -1.571183, 0.006741]],
  "forces_ev_per_angstrom": [[-1.62, -2.40, 0.98], [0.14, -1.80, 0.31], [1.60, -0.53, 0.07], [-1.67, 1.97, -1.56], [2.13, 1.19, 0.15], [-1.16, -0.99, -0.12], [-1.30, -0.77, -0.60], [-1.65, 1.19, 0.24], [-0.07, -2.59, 2.39], [1.87, 2.42, -0.01], [2.27, 1.70, 3.40], [-5.57, -0.34, 1.05], [3.14, 3.00, -0.97], [1.27, 1.46, 0.30], [-0.58, -0.22, -0.64], [-1.64, 0.62, -1.28], [0.89, 0.20, 0.16], [0.35, 0.68, -0.20], [0.71, -0.49, 0.83], [-0.30, 1.00, -0.84], [-0.98, 0.46, -2.10], [-1.47, -1.68, -1.36], [0.98, -0.33, 1.53], [0.44, 0.75, 1.29], [0.96, 0.08, -1.28], [-3.08, -1.13, -0.22], [0.60, -1.25, -0.63], [0.45, -1.05, -0.89], [1.74, 0.20, -1.42], [1.95, -0.46, 0.90], [-0.43, -0.88, 0.52]]
}

Entry 3:
{
  "formula": "C12H19AlO7",
  "method": "wB97M-V/def2-TZVPD",
  "charge": 2,
  "total_energy_ev": -33657.1843,
  "largest_force_ev_per_a": 2.1,
  "lumo_ev": -13.36,
  "species": ["Al", "O", "H", "O", "C", "O", "C", "C", "C", "H", "H", "H", "H", "H", "H", "O", "C", "O", "C", "C", "C", "H", "H", "H", "H", "H", "H", "O", "C", "O", "C", "C", "C", "H", "H", "H", "H", "H", "H"],
  "xyz": [[-2.381323, -2.567763, -2.460240], [-1.019016, -1.289319, -0.739280], [-0.528622, -0.604091, -0.266706], [3.489640, -0.682883, -3.448582], [2.744705, -0.050992, -2.775628], [3.121025, 0.674631, -1.713072], [2.022515, 1.478915, -1.263204], [1.003566, 1.444350, -2.403392], [1.243037, 0.094573, -3.054190], [2.237103, 2.514592, -1.003985], [1.633302, 0.972911, -0.364750], [1.206750, 2.255472, -3.107159], [-0.033294, 1.623186, -2.107665], [1.179416, 0.023120, -4.139342], [0.679426, -0.754113, -2.661808], [1.077730, 0.242303, 1.256154], [0.886396, -0.943356, 1.167131], [1.565118, -1.735172, 0.351074], [0.799558, -2.994501, 0.293545], [0.398500, -3.158557, 1.753702], [-0.043932, -1.734836, 2.105923], [1.491779, -3.737773, -0.092949], [-0.081127, -2.777415, -0.341749], [1.296134, -3.438935, 2.302225], [-0.409303, -3.883123, 1.852204], [0.179823, -1.412854, 3.120617], [-1.072502, -1.468723, 1.855757], [-1.075526, 0.923723, 3.591210], [-1.673385, 1.368012, 2.655234], [-2.679507, 0.723131, 2.052300], [-2.865964, 1.220590, 0.708210], [-1.658723, 2.127694, 0.454021], [-1.295768, 2.611873, 1.851429], [-3.780765, 1.799416, 0.579299], [-2.889045, 0.324066, 0.093144], [-1.870605, 2.962317, -0.218904], [-0.818288, 1.627361, -0.035470], [-1.856675, 3.482091, 2.188776], [-0.222156, 2.740078, 1.966120]],
  "forces_ev_per_angstrom": [[0.30, 0.46, 0.48], [-0.43, -0.69, -0.69], [-0.46, 0.36, -0.49], [0.52, -0.08, 0.30], [-0.86, -0.97, -0.84], [-0.25, 1.22, 1.06], [-0.15, 0.12, -1.75], [-0.69, -0.22, -0.11], [0.80, 0.25, -0.33], [0.86, -0.25, 0.21], [-0.26, -0.42, 0.97], [0.28, 0.11, 0.07], [0.08, -0.13, 0.15], [-0.43, 0.37, -0.03], [0.18, 0.05, 0.45], [-0.20, 0.66, -0.50], [0.95, -0.79, 0.99], [-0.72, -0.35, -0.43], [1.55, 0.33, 1.44], [-0.69, -0.07, -0.98], [0.28, 0.29, 0.12], [-0.19, -0.07, -0.45], [-0.23, 0.11, -0.28], [-0.11, -0.01, 0.27], [0.14, -0.03, 0.20], [-0.10, 0.07, 0.00], [-0.12, -0.35, 0.23], [-0.16, -0.08, 0.23], [0.12, 0.17, -0.40], [-0.13, -0.10, 0.19], [0.33, 0.25, -0.49], [-0.14, 0.44, -0.66], [0.71, -0.59, -0.05], [-0.17, -0.28, 0.48], [-0.12, 0.19, -0.15], [-0.33, 0.00, 0.15], [-0.03, -0.31, 0.40], [0.01, -0.02, 0.05], [-0.11, 0.40, 0.19]]
}